Entry 1:
Entry from the Open Molecules 2025 dataset: a molecular structure, C11H10FeN3O7 (ωB97M-V/def2-TZVPD).

Geometry as XYZ:
```
32
Properties=species:S:1:pos:R:3:forces:R:3:mulliken_spin:R:1
Fe 0.36322 -0.77182 0.02121 1.34 -0.79 -0.75 4.277
O -2.11078 2.76203 -1.92106 -2.19 -1.02 -0.70 0.000
O -1.84870 0.54607 -1.50718 0.33 2.42 1.37 0.012
O -0.56389 -4.60350 -0.08836 0.28 -0.54 -0.31 0.042
O 3.33202 -1.99942 -2.34107 -2.02 1.43 1.28 0.028
O 2.46916 0.79200 2.92445 -1.87 -0.10 -2.00 0.027
O 1.25397 -0.68655 1.76194 -0.47 1.54 -1.02 0.136
O 1.86868 -0.63765 -1.23568 -0.58 0.22 0.45 0.153
N -1.53128 -1.18330 0.81016 -0.05 1.43 -0.22 0.083
N 0.22684 -2.54682 -0.83022 0.03 0.22 0.07 0.218
N 0.20625 1.32936 0.30047 0.08 0.94 1.78 0.019
C 1.05794 1.70177 1.31431 -1.03 1.12 -1.47 0.004
C -1.64997 -2.65229 0.64331 -1.44 -0.75 1.01 -0.009
C -0.55719 2.25866 -0.22683 0.23 1.83 -1.01 -0.007
C 0.45663 4.04809 1.09262 0.79 -2.10 -0.47 0.002
C -1.63190 1.72888 -1.21758 1.35 -0.65 -1.55 0.006
C -0.32057 3.68776 0.02608 -2.01 -2.89 -0.08 -0.001
C 1.22239 3.05598 1.70321 -0.60 -1.80 -0.57 -0.002
C 1.27593 -2.96435 -1.76999 -0.20 0.39 1.56 0.001
C 1.63752 0.54698 2.01701 3.42 -1.25 3.81 0.004
C -0.54208 -3.39589 -0.14367 -0.73 0.82 0.43 0.021
C 2.24326 -1.75604 -1.77640 2.84 -2.46 -2.29 -0.013
H -1.70813 -3.09119 1.65950 0.00 0.08 -0.69 0.001
H 0.48499 5.00911 1.48981 0.14 1.68 0.20 0.000
H -1.67136 -0.69197 1.71247 0.30 -1.52 -0.23 -0.002
H 1.79139 -3.90769 -1.43095 -0.42 1.08 -0.36 0.007
H -0.97932 4.36057 -0.47232 -0.18 0.49 -0.28 0.001
H -2.08244 -0.58710 0.19254 -0.18 -0.85 -0.40 -0.011
H 1.89783 3.27357 2.49657 0.30 -0.03 0.54 0.000
H -2.87601 2.43690 -2.52288 1.85 0.57 1.23 0.000
H 0.86691 -3.12271 -2.76975 0.07 0.02 0.02 0.003
H -2.58131 -2.93948 0.08827 0.61 0.45 0.66 0.001
```
Positions in Å, forces in eV/Å.

Results
- 2S+1: 6
- <S²>: 8.76
- Calculated total energy: -64760.1491 eV
- Kohn-Sham gap (alpha / beta): 6.947 / 6.844 eV
- Highest occupied orbital energy (alpha / beta): -8.7 / -8.8 eV

Entry 2:
Entry from the Open Molecules 2025 dataset: 2 unconnected molecules or ions with the total composition C11H10O3 (ωB97M-V/def2-TZVPD).

Geometry as XYZ:
```
24
Properties=species:S:1:pos:R:3:forces:R:3:mulliken_spin:R:1
O -1.83356 -0.86706 0.85549 3.03 -0.77 -0.88 0.099
O 1.65851 -0.24648 1.16983 -0.60 0.64 -1.64 -0.006
O -1.32071 0.84883 -2.27569 -1.01 1.91 -2.43 0.314
C -2.03147 0.00445 -0.19564 1.26 -1.06 -1.67 0.482
C -2.77612 -0.59934 1.75982 -1.02 -0.71 2.33 0.582
C 2.37433 1.18202 -0.54699 1.32 -0.02 -2.85 -0.002
C 2.97674 -2.51307 -1.14946 1.10 -1.04 -0.07 -0.001
C -3.33363 0.47503 -0.13327 -3.75 0.38 3.23 0.412
C 1.31956 1.81638 0.23154 -1.76 -0.41 2.12 0.017
C -1.21511 0.09793 -1.35604 3.01 -3.29 4.25 0.110
C 2.73167 -1.35501 -0.62657 -0.76 1.55 0.36 0.001
C 2.30528 -0.20263 -0.12757 0.27 -3.16 1.90 0.001
C 0.90632 0.95637 1.19947 2.33 -0.54 -1.01 0.005
C -3.80334 0.10298 1.14129 1.63 1.10 -2.03 -0.055
H -4.57582 0.46002 1.71823 -2.13 0.60 0.61 0.000
H 3.91205 -3.09002 -1.03334 -0.25 0.73 0.25 0.000
H 3.31931 1.62086 -0.29216 0.85 0.30 0.46 0.001
H -2.69585 -1.00853 2.82497 0.07 0.62 -2.02 0.004
H 0.29710 0.91722 2.08283 -0.37 0.78 -0.06 -0.005
H 2.45294 1.17064 -1.68060 -0.93 0.53 1.12 0.001
H -0.30971 -0.58325 -1.17057 -0.53 0.53 -0.82 0.015
H 1.13829 2.86510 0.25510 -0.51 0.45 -0.30 0.000
H 2.29780 -3.08352 -1.75700 -0.68 0.23 -0.23 0.000
H -3.79458 1.03107 -0.89365 -0.56 0.65 -0.64 0.026
```
Positions in Å, forces in eV/Å.

Results
- 2S+1: 3
- <S²>: 2.03
- Calculated total energy: -17703.2605 eV
- Kohn-Sham gap (alpha / beta): 6.890 / 5.383 eV
- ΔE to the lowest compared entry with this formula, charge and spin: 1.986 eV
- Highest occupied orbital energy (alpha / beta): -6.1 / -8.1 eV

Entry 3:
Entry from the Open Molecules 2025 dataset: C11H11Cl2NO3 in the gas phase (ωB97M-V/def2-TZVPD).

Geometry as XYZ:
```
28
Properties=species:S:1:pos:R:3:forces:R:3:nbo_charge:R:1
Cl 5.24367 1.70221 -1.14192 0.00 0.17 -0.05 0.039
Cl 6.29989 -1.19411 -0.56550 0.12 -0.15 0.01 0.029
O -4.03616 -1.73199 -0.97469 0.38 -0.57 0.11 -0.696
O -5.38519 -0.05718 -1.55827 -0.13 0.11 -0.12 -0.581
O 0.45607 2.35582 0.00322 0.14 0.29 -0.18 -0.590
N 0.67866 0.16833 0.61192 -0.14 -0.37 0.17 -0.604
C 4.19208 0.50966 -0.48526 0.00 -0.36 0.11 -0.033
C 2.01275 -0.10877 0.31705 0.51 0.01 -0.16 0.169
C -1.47360 1.20383 0.85304 0.01 0.09 -0.29 -0.491
C 3.80090 -1.72397 0.29945 -0.01 0.14 -0.04 -0.195
C -3.73493 0.31320 0.16490 0.13 -0.10 -0.21 -0.505
C -2.26042 0.45471 -0.22639 -0.11 0.00 0.24 -0.381
C 4.66291 -0.77543 -0.23024 -0.07 0.16 -0.03 -0.094
C 2.48854 -1.39572 0.57111 0.00 0.13 -0.04 -0.244
C -0.01531 1.33611 0.44417 -0.47 -0.17 0.36 0.692
C 2.87593 0.84468 -0.21474 -0.09 0.10 0.00 -0.265
C -4.48921 -0.47337 -0.87877 -0.28 0.30 0.06 0.795
H -1.55170 0.68047 1.80818 -0.02 -0.01 0.05 0.209
H 1.82760 -2.14385 0.98372 -0.08 -0.09 0.05 0.211
H 0.16601 -0.61432 0.99442 0.02 0.21 -0.06 0.397
H -1.83814 -0.54044 -0.38133 0.01 0.04 -0.06 0.209
H -1.88047 2.20852 0.96925 0.10 -0.02 0.06 0.237
H -4.20146 1.29277 0.26461 -0.05 -0.09 -0.01 0.234
H 4.16691 -2.71875 0.49669 0.05 -0.08 0.01 0.233
H -4.52815 -2.21598 -1.65644 -0.08 0.30 0.05 0.501
H -3.81154 -0.22153 1.11372 -0.02 0.02 0.04 0.225
H 2.52052 1.84164 -0.41499 0.03 0.00 -0.01 0.276
H -2.18617 1.00347 -1.16693 0.05 -0.04 -0.04 0.221
```
Positions in Å, forces in eV/Å.

Results
- Calculated total energy: -44264.3728 eV
- Kohn-Sham gap: 9.038 eV
- Highest occupied orbital energy: -8.7 eV

Entry 4:
Entry from the Open Molecules 2025 dataset: a molecular structure, C11H11ClN4O2S3 (ωB97M-V/def2-TZVPD).

Geometry as XYZ:
```
32
Properties=species:S:1:pos:R:3:forces:R:3:nbo_charge:R:1
Cl 4.81955 0.15952 0.70335 -0.12 0.18 0.00 -0.207
S 3.16705 -0.46753 1.70659 -1.37 -1.69 1.40 2.107
S -2.53388 -0.69761 2.90020 0.16 0.33 -0.27 0.968
S -1.48754 0.32836 -5.00832 -0.09 0.22 -0.34 0.096
O 3.05550 0.15205 2.98937 0.53 0.99 -0.37 -0.898
O 3.20441 -1.89902 1.73103 0.39 0.03 -0.61 -0.912
N -2.52294 -1.85629 1.80072 -0.11 -0.69 0.23 -0.611
N -0.28318 0.72016 -2.55555 -0.72 -0.29 0.20 -0.498
N -1.88316 0.51008 2.04206 -0.20 0.01 0.55 -0.635
N -2.08137 -3.40427 -0.65354 0.83 0.50 0.72 -0.778
C -1.99062 -1.35889 0.69538 0.05 0.95 0.08 0.046
C -0.82718 0.60004 -3.63101 0.40 -0.28 -0.10 0.242
C 1.77136 -0.00194 0.71635 -0.03 0.94 -1.49 -0.676
C 1.81625 1.42592 0.13280 0.11 0.29 0.51 -0.420
C 0.69218 2.33734 0.62611 0.24 0.28 -0.37 -0.390
C -1.63487 0.02316 0.83562 0.10 -0.58 -0.88 0.179
C -0.87044 0.03062 -1.43608 0.08 0.16 0.54 0.171
C -1.21718 -1.34539 -1.58409 0.02 0.36 0.47 -0.300
C -0.64096 2.15380 -0.10978 -0.43 -0.15 0.72 -0.428
C -1.05949 0.71350 -0.26820 0.46 0.97 -0.29 -0.098
C -1.74863 -2.02697 -0.53330 -0.25 -1.34 -0.58 0.194
H 1.01354 3.36274 0.44576 -0.01 0.14 0.02 0.215
H -1.03649 -1.85638 -2.51517 0.03 -0.04 -0.18 0.230
H -2.06986 -3.79724 0.28426 -0.45 -0.09 -0.04 0.380
H 1.68548 -0.71047 -0.10126 0.27 -0.36 0.10 0.257
H -1.40682 2.64318 0.49311 -0.08 0.10 0.00 0.231
H 0.87875 -0.11102 1.32226 0.25 -0.25 0.59 0.265
H 1.80236 1.40401 -0.95350 0.00 -0.20 -0.12 0.226
H 2.76047 1.89711 0.40098 0.09 0.00 0.04 0.229
H -1.30936 -3.86605 -1.12123 -0.24 -0.12 -0.38 0.371
H 0.57342 2.26558 1.70517 -0.08 -0.26 0.11 0.216
H -0.63636 2.67189 -1.06010 0.18 -0.10 -0.28 0.226
```
Positions in Å, forces in eV/Å.

Results
- Calculated total energy: -66668.4485 eV
- Kohn-Sham gap: 7.688 eV
- Highest occupied orbital energy: -8.6 eV

Entry 5:
Entry from the Open Molecules 2025 dataset: 2 unconnected molecules or ions with the total composition C11H11ClNO3 (ωB97M-V/def2-TZVPD).

Geometry as XYZ:
```
27
Properties=species:S:1:pos:R:3:forces:R:3:mulliken_spin:R:1
Cl 0.07405 -2.17559 -0.49759 -0.08 0.29 0.03 0.007
O -1.03182 -1.05649 -3.10572 0.54 0.40 0.06 0.000
O -3.79865 -0.31139 2.33325 0.18 -0.24 -0.11 0.111
O -4.32303 0.19737 0.29277 0.21 -0.30 -0.06 0.111
N -3.80890 -0.54845 1.12566 -0.40 0.65 0.27 -0.045
C 1.80057 -0.66971 1.57221 0.00 0.02 -0.04 0.000
C 1.22032 1.98329 2.20639 -0.02 -0.07 0.03 0.000
C 0.99372 0.08781 0.71200 0.11 0.26 0.17 0.000
C 0.71289 1.42229 1.03750 0.07 -0.04 0.06 -0.005
C -3.21963 -1.73402 0.68140 0.10 -0.57 -0.19 0.756
C 0.46344 -0.47039 -0.55205 0.33 -0.06 -0.67 0.006
C 2.27346 -0.11748 2.75869 -0.06 0.07 0.00 0.000
C 0.65505 0.18492 -4.23613 0.21 0.20 -0.23 0.000
C 0.41105 0.20721 -1.71367 0.14 0.01 0.57 -0.001
C 1.98571 1.21012 3.07868 0.00 -0.02 -0.05 0.000
C -0.08194 -0.29764 -3.02231 -0.75 -0.67 0.11 -0.002
H 0.08872 2.02407 0.37551 0.11 -0.21 0.19 0.000
H 2.85680 -0.73366 3.44521 -0.08 0.23 -0.26 0.000
H -3.30012 -1.94909 -0.38214 0.12 0.13 0.38 0.041
H 2.36444 1.64406 4.00542 -0.13 -0.13 -0.26 0.000
H 2.09187 -1.68376 1.29350 -0.26 0.26 0.15 0.000
H 0.84056 1.21124 -1.71926 -0.14 -0.23 0.08 0.000
H -2.80427 -2.39214 1.44426 -0.14 0.36 -0.34 0.022
H 0.99500 3.02313 2.44678 0.06 -0.30 -0.06 0.000
H 0.59228 1.28164 -4.29267 0.03 -0.25 -0.03 0.000
H 1.72036 -0.07409 -4.14823 -0.24 0.07 -0.05 0.000
H 0.22808 -0.26323 -5.13944 0.11 0.13 0.26 0.000
```
Positions in Å, forces in eV/Å.

Results
- 2S+1: 2
- <S²>: 0.76
- Calculated total energy: -31735.2655 eV
- Kohn-Sham gap (alpha / beta): 9.007 / 7.352 eV
- ΔE to the lowest compared entry with this formula, charge and spin: 0.837 eV
- Highest occupied orbital energy (alpha / beta): -9.3 / -9.3 eV

Entry 6:
Entry from the Open Molecules 2025 dataset: C11H11N2O2 in the gas phase (ωB97M-V/def2-TZVPD).

Geometry as XYZ:
```
26
Properties=species:S:1:pos:R:3:forces:R:3:mulliken_spin:R:1
O 1.77991 1.22701 1.62810 2.43 1.65 -0.61 0.001
O 3.57882 1.27249 0.39951 -0.05 -0.92 -0.59 0.000
N -1.30795 2.23323 -0.56954 2.08 0.72 -0.96 0.306
N 3.21081 -1.57134 -0.18226 -0.27 0.31 0.13 0.003
C 0.04633 0.39021 -0.87752 -0.24 0.23 0.02 0.247
C -0.08603 1.80881 -0.99043 -1.81 0.01 0.68 -0.005
C -2.02618 1.11981 -0.18664 0.40 -2.50 0.21 -0.001
C -3.30725 1.01017 0.35797 0.97 0.72 -0.54 0.041
C -1.21174 -0.07890 -0.38156 -1.28 0.76 0.66 0.053
C 1.24868 -0.44306 -1.11918 0.22 0.08 -0.14 0.059
C 2.09658 -0.68412 0.16005 0.30 -0.23 -0.08 0.027
C -3.00487 -1.41218 0.49749 -0.36 0.19 0.14 -0.021
C -1.70676 -1.33414 -0.02534 0.26 0.52 -0.26 0.144
C 2.57532 0.65311 0.70309 -0.26 0.11 0.18 -0.008
C -3.78976 -0.25914 0.68938 0.34 -0.72 -0.08 0.104
H -1.07349 -2.21022 -0.17658 -0.35 0.04 0.14 0.009
H 3.73416 -1.81303 0.65745 -0.05 0.08 -0.25 0.001
H 3.83657 -1.05405 -0.79827 0.04 -0.19 0.17 0.001
H -3.41596 -2.38767 0.76438 0.11 0.32 -0.06 0.000
H -4.79373 -0.35771 1.10455 0.30 0.00 -0.11 0.006
H 0.69432 2.47238 -1.36846 -0.44 -0.01 0.21 0.005
H 1.90585 0.04558 -1.86029 -0.21 -0.23 0.19 0.019
H 2.47355 2.02043 1.63930 -2.43 -0.98 1.06 0.001
H 1.47775 -1.14679 0.94280 0.12 0.09 -0.29 0.005
H 0.94525 -1.42480 -1.51039 0.23 0.21 0.13 0.005
H -3.88022 1.92392 0.50238 -0.06 -0.27 0.06 0.000
```
Positions in Å, forces in eV/Å.

Results
- 2S+1: 2
- <S²>: 0.77
- Calculated total energy: -18659.5062 eV
- Kohn-Sham gap (alpha / beta): 9.085 / 6.494 eV
- ΔE to the lowest compared entry with this formula, charge and spin: 0.000 eV
- Highest occupied orbital energy (alpha / beta): -8.4 / -8.6 eV